Below is a molecular structure, C80H180AsF6P5, with properties calculated with ωB97M-V/def2-TZVPD.

Structure (XYZ):
```
272
C80H180AsF6P5 | the Open Molecules 2025 dataset | ωB97M-V/def2-TZVPD
As 0.2321 0.7059 0.2521
F 0.0107 -0.9680 0.6264
F 0.7327 0.1879 -1.3307
F 0.5082 2.3792 -0.1969
F -0.4547 1.0721 1.7861
F 1.7972 0.5711 0.9430
F -1.4453 0.6524 -0.3696
C 2.7360 -2.2495 -2.2043
C 1.5297 -2.9827 -2.8166
C 0.2292 -2.4307 -2.2584
C -1.0266 -3.1367 -2.7094
P -2.6414 -2.2487 -2.2955
C -2.5787 -0.5394 -2.8883
C -2.2261 -0.3464 -4.3928
C -0.7547 -0.2233 -4.7229
C -0.5336 0.0686 -6.1727
C -3.9778 -3.1546 -3.1361
C -3.8718 -4.6715 -3.2230
C -5.2357 -5.3993 -3.4154
C -5.7594 -5.3648 -4.8776
C -2.9484 -2.1296 -0.5489
C -2.9872 -3.4000 0.4061
C -3.2307 -2.9147 1.8456
C -2.0583 -2.1148 2.4015
H 2.5389 -1.8879 -1.1697
H 2.9053 -1.3656 -2.8136
H 3.6866 -2.7483 -2.1535
H 1.6392 -4.0533 -2.6365
H 1.4882 -2.8274 -3.9288
H 0.1762 -1.3515 -2.4690
H 0.2796 -2.4724 -1.1177
H -1.1834 -4.2131 -2.4226
H -0.9974 -3.1755 -3.7683
H -1.8679 -0.0806 -2.1736
H -3.5060 -0.0669 -2.4755
H -2.7080 0.4656 -4.8756
H -2.6318 -1.1336 -4.9233
H -0.3425 -1.2506 -4.5438
H -0.2089 0.5518 -4.1421
H 0.5003 0.4497 -6.3148
H -1.1191 0.9821 -6.4998
H -0.6789 -0.7495 -6.8269
H -3.9779 -2.6785 -4.0962
H -4.9086 -2.9220 -2.6130
H -3.4465 -5.0460 -2.2932
H -3.2284 -4.9539 -4.0986
H -6.0197 -4.8804 -2.8036
H -5.1880 -6.5033 -3.1047
H -6.8174 -5.5938 -5.0582
H -5.1567 -6.0760 -5.4378
H -5.6363 -4.4387 -5.3771
H -3.9962 -1.7495 -0.5592
H -2.3387 -1.3721 -0.1938
H -2.0361 -3.9860 0.4373
H -3.7457 -4.1317 0.0171
H -3.3119 -3.7339 2.5456
H -4.2109 -2.3563 1.9415
H -1.2167 -2.8301 2.3366
H -2.0912 -1.8757 3.4720
H -1.8329 -1.1706 1.8807
C 5.3237 -9.9456 4.3267
C 4.7301 -11.0661 3.5378
C 3.5464 -10.7221 2.5827
C 2.2718 -10.3433 3.3681
P 0.8139 -9.6471 2.5135
C 0.4775 -10.4934 0.9200
C -0.6751 -9.9220 0.1034
C -0.5118 -10.2548 -1.3917
C -1.6167 -9.6533 -2.2437
C -0.5552 -9.7815 3.6669
C -1.9123 -9.1956 3.2269
C -2.7131 -8.9068 4.4650
C -4.1652 -8.5237 4.2810
C 1.0948 -7.9100 2.2858
C 2.4258 -7.5357 1.5753
C 2.4005 -6.0879 1.1457
C 3.2053 -5.7778 -0.1397
H 4.7054 -9.5038 5.1458
H 5.7425 -9.1489 3.6878
H 6.1520 -10.4396 4.9258
H 4.4276 -11.8873 4.2249
H 5.4545 -11.5040 2.8733
H 3.3969 -11.6359 1.9802
H 3.8362 -9.9407 1.8583
H 2.5465 -9.6222 4.1201
H 1.9386 -11.2189 3.9128
H 0.4687 -11.5644 1.0950
H 1.4494 -10.2183 0.5112
H -0.8352 -8.8217 0.1922
H -1.5650 -10.3758 0.5657
H -0.4347 -11.3662 -1.4712
H 0.4620 -9.8763 -1.7391
H -1.5238 -9.8934 -3.2910
H -1.5707 -8.5432 -2.1952
H -2.6344 -9.9739 -1.9810
H -0.1978 -9.3247 4.6191
H -0.6272 -10.8491 3.7506
H -2.4164 -9.9550 2.5617
H -1.8134 -8.3241 2.5906
H -2.1675 -8.1321 4.9846
H -2.7522 -9.8111 5.0638
H -4.1687 -7.5578 3.7466
H -4.7449 -8.3870 5.1694
H -4.7424 -9.1828 3.6147
H 1.0887 -7.5344 3.3072
H 0.3268 -7.5162 1.6976
H 2.5091 -8.2909 0.6848
H 3.2525 -7.7609 2.1918
H 2.7533 -5.5222 2.0210
H 1.3820 -5.7379 0.9887
H 2.8341 -6.4526 -0.9609
H 4.2805 -5.8987 0.0281
H 3.0145 -4.7735 -0.4744
C 5.3964 -0.2248 3.8782
C 5.6433 1.2604 3.9284
C 5.9502 1.7946 2.5138
C 4.7994 1.7537 1.4871
P 5.2296 2.4025 -0.1574
C 3.8432 1.9751 -1.1415
C 3.7972 2.4697 -2.5911
C 2.5353 2.0365 -3.3522
C 2.2644 2.9474 -4.5294
C 5.6469 4.1515 -0.0545
C 4.5603 5.2629 -0.0713
C 3.7134 5.3220 1.1830
C 4.3365 5.4741 2.5864
C 6.7224 1.6341 -0.8996
C 6.6668 0.1844 -1.1548
C 8.1211 -0.3540 -1.3347
C 8.0491 -1.7931 -1.7437
H 5.0593 -0.7362 4.7269
H 6.2284 -0.9294 3.5314
H 4.6593 -0.4891 3.0965
H 6.5139 1.3804 4.5886
H 4.7719 1.6756 4.3822
H 6.8183 1.2823 2.1201
H 6.3034 2.8402 2.6255
H 3.9691 2.3862 1.8329
H 4.4933 0.7087 1.3236
H 3.0212 2.3886 -0.5128
H 3.7356 0.8779 -0.9431
H 4.7259 2.2814 -3.1909
H 3.7129 3.5592 -2.4588
H 1.6973 1.8427 -2.7027
H 2.7082 1.0415 -3.7760
H 3.0900 2.9300 -5.2594
H 2.0120 3.9707 -4.1868
H 1.4159 2.5504 -5.1863
H 6.4022 4.2429 -0.8200
H 6.2818 4.1983 0.8356
H 3.9664 5.2003 -0.9891
H 5.0004 6.2499 -0.1871
H 2.9950 4.5431 1.0709
H 3.1708 6.2259 1.0004
H 4.3143 4.5467 3.1546
H 3.8561 6.1756 3.2035
H 5.3314 5.8269 2.5474
H 7.5245 1.8332 -0.1532
H 6.9021 2.2899 -1.7472
H 5.9903 -0.0229 -1.9983
H 6.2232 -0.3639 -0.2873
H 8.6204 -0.3155 -0.3335
H 8.7360 0.2423 -2.0018
H 9.0520 -2.1891 -1.8089
H 7.5115 -1.8198 -2.6618
H 7.5407 -2.4488 -0.9707
C 3.9258 11.1927 -5.3890
C 3.8896 10.0550 -4.3893
C 2.4475 9.6227 -4.0106
C 1.7086 8.7181 -5.0160
P 0.0292 8.3493 -4.5380
C -0.7869 7.0667 -5.5707
C -0.1872 5.7075 -5.5619
C -0.9455 4.7434 -6.5043
C -2.2105 4.2401 -5.8253
C -0.1120 7.8744 -2.7833
C 0.7792 6.7117 -2.3288
C 0.5887 6.2163 -0.8117
C -0.7523 5.5892 -0.6029
C -0.8955 9.8772 -4.8174
C -2.3517 9.7863 -4.3062
C -3.3653 10.4608 -5.2546
C -3.5899 9.5702 -6.4476
H 4.9287 11.6493 -5.5636
H 3.1848 11.9568 -5.0647
H 3.7037 10.9038 -6.4594
H 4.3620 10.3418 -3.4573
H 4.4419 9.2085 -4.6887
H 1.9426 10.5860 -3.8844
H 2.4964 9.0368 -3.0676
H 2.3144 7.7924 -5.0532
H 1.7780 9.0800 -6.0506
H -0.8597 7.5233 -6.6106
H -1.8408 7.1340 -5.2614
H -0.1673 5.3890 -4.5387
H 0.8258 5.7001 -5.9896
H -0.3368 3.8100 -6.6486
H -1.2173 5.2066 -7.4615
H -2.7183 3.4742 -6.4290
H -2.9896 5.0113 -5.6564
H -1.9504 3.8002 -4.8465
H -1.1924 7.6209 -2.6992
H 0.0500 8.7455 -2.1310
H 1.8248 6.9424 -2.4725
H 0.5377 5.7762 -2.9086
H 0.6523 7.1524 -0.2480
H 1.4416 5.5642 -0.5012
H -1.0047 5.2834 0.4517
H -0.6780 4.5822 -1.1794
H -1.5901 6.1852 -1.0884
H -0.8428 10.0865 -5.9529
H -0.3686 10.7365 -4.3856
H -2.4772 10.0652 -3.2750
H -2.5525 8.7275 -4.3514
H -3.0517 11.5106 -5.3956
H -4.2694 10.5116 -4.6816
H -4.5080 9.8015 -6.9220
H -3.6523 8.5152 -6.1210
H -2.8197 9.7274 -7.2344
C 1.7149 2.5769 4.5371
C 0.4233 3.2353 5.0092
C -0.6855 2.2118 5.4183
C -1.9935 2.8518 5.7184
P -3.4477 1.8893 5.2320
C -3.4679 1.7754 3.4139
C -4.8076 1.5969 2.7143
C -4.7204 0.9229 1.3539
C -4.3289 1.8661 0.2113
C -3.3193 0.2435 5.9663
C -4.0897 -0.9512 5.2329
C -5.6151 -1.0329 5.4675
C -6.1437 -2.3222 4.9667
C -5.0309 2.7229 5.8387
C -4.9901 3.1693 7.2817
C -6.4026 3.5488 7.7798
C -7.4074 2.4277 7.8906
H 1.4386 1.7095 3.8685
H 2.3455 2.0381 5.2835
H 2.3679 3.2589 3.9685
H 0.0072 3.7957 4.1142
H 0.5681 4.0120 5.8101
H -0.2235 1.7471 6.2794
H -0.7583 1.4865 4.5370
H -2.0447 3.8258 5.2630
H -2.2147 2.9932 6.7479
H -2.7018 0.9156 3.2524
H -2.9515 2.6467 3.0384
H -5.3604 2.5395 2.5766
H -5.5594 1.0160 3.2962
H -5.6836 0.5169 1.0644
H -3.9869 0.1423 1.3616
H -3.2616 2.2503 0.2301
H -5.0277 2.6969 0.1418
H -4.3975 1.3480 -0.7224
H -3.8243 0.2877 6.9585
H -2.2388 -0.0572 5.9183
H -3.7079 -1.8873 5.6702
H -3.8748 -0.8500 4.1951
H -6.1505 -0.1929 5.0190
H -5.7567 -0.9174 6.5873
H -5.7860 -2.4634 3.9193
H -7.2193 -2.3431 5.0728
H -5.7188 -3.1701 5.5058
H -5.8160 2.0332 5.7395
H -5.1193 3.6227 5.1511
H -4.3245 4.0366 7.3492
H -4.7185 2.3558 7.9434
H -6.7153 4.4157 7.2470
H -6.1548 3.9795 8.8001
H -8.3991 2.8460 8.2048
H -7.0792 1.6173 8.5683
H -7.6628 1.9982 6.9147
```

multiplicity	1
energy relative to the best compared isomer or geometry (same formula, charge and spin)	18.1	kcal/mol
HOMO energy	-17.0	eV
net charge	+4
Kohn-Sham gap	11.0	eV

Here are the Löwdin charges for atoms 1 to 99, given in e: 0.762 -0.254 -0.249 -0.244 -0.238 -0.227 -0.281 -0.103 -0.237 -0.296 -0.232 1.036 -0.228 -0.209 -0.269 -0.102 -0.262 -0.257 -0.242 -0.105 -0.260 -0.188 -0.270 -0.115 0.076 0.055 0.060 0.099 0.124 0.069 0.120 0.109 0.073 0.065 0.106 0.102 0.074 0.099 0.115 0.077 0.091 0.069 0.080 0.106 0.084 0.131 0.108 0.129 0.084 0.073 0.049 0.113 0.022 0.113 0.115 0.100 0.109 0.087 0.060 0.039 -0.124 -0.274 -0.230 -0.250 0.991 -0.243 -0.254 -0.259 -0.111 -0.271 -0.251 -0.283 -0.098 -0.271 -0.236 -0.259 -0.083 0.078 0.080 0.103 0.127 0.106 0.117 0.098 0.088 0.105 0.117 0.076 0.112 0.109 0.130 0.113 0.069 0.075 0.083 0.121 0.098 0.128 0.098